No. 1
{"formula": "C32H72N5O10S4", "method": "ωB97M-V with the def2-TZVPD basis set", "elements": ["C", "C", "S", "O", "O", "N", "S", "O", "O", "C", "C", "C", "C", "N", "C", "C", "C", "C", "C", "S", "S", "C", "C", "C", "H", "H", "H", "H", "H", "H", "H", "H", "H", "H", "H", "H", "H", "H", "H", "H", "H", "H", "H", "H", "H", "H", "H", "H", "H", "H", "H", "C", "O", "C", "C", "N", "C", "C", "O", "C", "H", "H", "H", "H", "H", "H", "H", "H", "H", "H", "H", "H", "H", "H", "H", "C", "O", "C", "C", "N", "C", "C", "O", "C", "H", "H", "H", "H", "H", "H", "H", "H", "H", "H", "H", "H", "H", "H", "H", "C", "O", "C", "C", "N", "C", "C", "O", "C", "H", "H", "H", "H", "H", "H", "H", "H", "H", "H", "H", "H", "H", "H", "H"], "coordinates": [[0.62, -1.07, 4.62], [-0.48, -1.95, 4.55], [-1.33, -2.60, 6.06], [-1.46, -4.08, 5.96], [-0.37, -2.29, 7.17], [-2.75, -1.77, 6.43], [-4.04, -2.26, 5.46], [-5.09, -2.84, 6.36], [-3.68, -3.13, 4.30], [-4.83, -0.75, 4.72], [-4.66, -0.71, 3.17], [-3.22, -0.19, 2.83], [-2.95, -0.22, 1.27], [-2.14, -1.36, 0.86], [-2.71, -2.11, -0.28], [-3.29, -3.51, 0.15], [-2.18, -4.57, 0.49], [-2.00, -4.74, 2.04], [-0.75, -1.03, 0.68], [0.39, -2.10, 1.26], [-0.13, 0.46, -0.17], [-0.22, 1.93, 0.94], [1.16, 2.56, 1.27], [0.95, 3.48, 2.55], [0.46, 0.01, 4.81], [1.67, -1.38, 4.47], [-0.89, -2.24, 3.56], [-4.28, 0.12, 5.14], [-5.89, -0.68, 5.02], [-5.43, 0.01, 2.80], [-4.88, -1.67, 2.68], [-2.52, -0.85, 3.37], [-3.10, 0.84, 3.23], [-2.55, 0.78, 0.99], [-3.96, -0.31, 0.80], [-3.46, -1.55, -0.87], [-1.86, -2.34, -0.97], [-3.93, -3.37, 1.04], [-3.91, -3.86, -0.71], [-2.52, -5.54, 0.06], [-1.20, -4.34, 0.02], [-2.85, -5.29, 2.48], [-1.87, -3.74, 2.51], [-1.09, -5.35, 2.20], [-0.81, 2.71, 0.39], [-0.75, 1.64, 1.88], [1.95, 1.83, 1.51], [1.52, 3.23, 0.46], [1.06, 2.91, 3.49], [-0.12, 3.81, 2.50], [1.55, 4.41, 2.51], [1.49, 0.17, 7.60], [1.82, 1.46, 7.10], [1.61, 2.50, 8.03], [2.94, 3.10, 8.48], [3.68, 2.15, 9.32], [5.07, 2.55, 9.57], [6.01, 2.64, 8.37], [6.30, 1.39, 7.76], [5.34, 0.96, 6.80], [1.51, -0.53, 6.77], [2.23, -0.16, 8.34], [0.50, 0.15, 8.04], [1.01, 2.18, 8.89], [1.05, 3.29, 7.52], [2.76, 4.01, 9.05], [3.50, 3.36, 7.58], [3.69, 1.25, 8.87], [5.48, 1.81, 10.27], [5.07, 3.51, 10.10], [6.97, 3.01, 8.74], [5.68, 3.37, 7.62], [4.88, 1.80, 6.27], [4.57, 0.34, 7.27], [5.86, 0.34, 6.07], [3.86, 3.76, -6.52], [2.49, 4.02, -6.77], [1.80, 2.91, -7.35], [0.81, 2.31, -6.38], [1.49, 1.62, -5.28], [0.60, 1.24, -4.18], [-0.09, 2.36, -3.40], [0.80, 3.17, -2.64], [1.40, 4.23, -3.35], [4.33, 4.71, -6.24], [3.98, 3.07, -5.68], [4.36, 3.37, -7.41], [2.50, 2.16, -7.74], [1.25, 3.30, -8.21], [0.17, 1.60, -6.90], [0.17, 3.12, -6.00], [2.21, 2.22, -4.92], [1.21, 0.67, -3.47], [-0.16, 0.55, -4.56], [-0.75, 1.88, -2.67], [-0.74, 2.98, -4.03], [0.75, 4.62, -4.14], [2.36, 3.91, -3.77], [1.61, 5.03, -2.64], [1.11, -3.95, -8.43], [0.11, -3.68, -9.40], [-1.10, -4.41, -9.18], [-2.23, -3.49, -8.75], [-2.00, -2.98, -7.40], [-2.91, -1.90, -7.02], [-2.82, -0.59, -7.81], [-1.61, 0.12, -7.63], [-0.54, -0.29, -8.47], [2.04, -3.49, -8.77], [0.85, -3.51, -7.46], [1.28, -5.02, -8.32], [-0.96, -5.23, -8.47], [-1.37, -4.86, -10.15], [-3.17, -4.04, -8.78], [-2.28, -2.67, -9.49], [-1.05, -2.64, -7.33], [-2.69, -1.66, -5.97], [-3.94, -2.26, -7.05], [-3.61, 0.07, -7.43], [-3.04, -0.72, -8.88], [-0.89, -0.64, -9.44], [0.06, -1.06, -7.98], [0.11, 0.57, -8.63]], "mulliken_charge": [-0.85, 1.36, 1.15, -0.67, -0.66, -0.48, 1.07, -0.74, -0.55, -0.96, -0.72, 0.58, -1.38, 0.79, -1.09, -0.44, -0.54, -0.62, -0.29, -0.17, -0.12, -0.65, -0.13, -1.06, 0.29, 0.33, -1.25, 0.37, 0.38, 0.43, 0.18, -0.62, 0.52, 0.26, 0.55, 0.55, 0.44, 0.05, 0.46, 0.36, 0.27, 0.35, -0.18, 0.35, 0.38, 0.33, 0.35, 0.14, 0.20, 0.30, 0.37, -0.79, -0.16, -0.91, -0.18, -0.32, -0.67, -0.49, -0.43, -0.54, 0.12, 0.25, 0.46, 0.39, 0.41, 0.39, 0.15, 0.06, 0.37, 0.40, 0.34, 0.35, 0.27, 0.18, 0.32, -0.72, -0.34, -0.87, 1.04, -0.39, -0.58, -0.71, -0.32, -0.65, 0.24, 0.30, 0.34, 0.42, 0.36, -0.63, 0.17, 0.16, 0.41, 0.28, 0.46, 0.31, 0.31, 0.20, 0.30, -0.71, -0.34, -0.81, -0.19, -0.29, -0.75, -0.54, -0.43, -0.63, 0.24, 0.30, 0.34, 0.40, 0.39, 0.40, 0.17, 0.04, 0.36, 0.42, 0.35, 0.37, 0.35, 0.22, 0.26], "charge": -1, "e_lumo_ev": 1.463, "fmax_ev_per_a": 3.7, "gap_ev": 6.31, "total_energy_ev": -105608.774}


No. 2
{"formula": "C32H72N5O3", "method": "ωB97M-V with the def2-TZVPD basis set", "elements": ["N", "O", "O", "O", "C", "C", "C", "N", "C", "C", "C", "C", "C", "H", "H", "H", "H", "H", "H", "H", "H", "H", "H", "H", "H", "H", "H", "H", "H", "H", "H", "C", "C", "C", "N", "C", "C", "C", "C", "C", "H", "H", "H", "H", "H", "H", "H", "H", "H", "H", "H", "H", "H", "H", "H", "H", "H", "H", "C", "C", "C", "N", "C", "C", "C", "C", "C", "H", "H", "H", "H", "H", "H", "H", "H", "H", "H", "H", "H", "H", "H", "H", "H", "H", "H", "C", "C", "C", "N", "C", "C", "C", "C", "C", "H", "H", "H", "H", "H", "H", "H", "H", "H", "H", "H", "H", "H", "H", "H", "H", "H", "H"], "coordinates": [[-15.04, 4.71, 24.32], [-15.62, 5.80, 24.63], [-15.58, 3.95, 23.46], [-13.95, 4.40, 24.85], [-14.97, 8.89, 26.46], [-16.35, 9.20, 27.05], [-16.88, 7.95, 27.77], [-18.36, 7.74, 27.60], [-19.04, 9.00, 28.03], [-18.87, 6.58, 28.45], [-19.85, 5.83, 27.59], [-20.10, 6.67, 26.33], [-18.74, 7.38, 26.20], [-14.27, 8.65, 27.27], [-14.51, 9.69, 25.87], [-15.06, 7.97, 25.87], [-16.96, 9.44, 26.17], [-16.26, 10.03, 27.74], [-16.69, 8.08, 28.84], [-16.34, 7.05, 27.49], [-18.92, 9.14, 29.10], [-20.11, 8.87, 27.85], [-18.85, 9.90, 27.44], [-19.40, 7.01, 29.30], [-18.06, 6.02, 28.91], [-20.80, 5.64, 28.10], [-19.58, 4.80, 27.38], [-20.88, 7.41, 26.53], [-20.51, 6.10, 25.51], [-18.89, 8.23, 25.53], [-17.93, 6.76, 25.81], [-9.02, 3.03, 22.25], [-9.83, 1.81, 22.70], [-11.22, 1.80, 22.08], [-12.15, 0.78, 22.71], [-13.30, 0.49, 21.78], [-11.52, -0.55, 23.05], [-12.39, -1.13, 24.17], [-13.44, -0.05, 24.56], [-12.78, 1.22, 24.04], [-8.77, 2.98, 21.19], [-8.11, 3.08, 22.85], [-9.58, 3.97, 22.31], [-9.93, 1.84, 23.79], [-9.26, 0.91, 22.48], [-11.16, 1.49, 21.04], [-11.72, 2.76, 22.06], [-12.92, -0.18, 21.01], [-13.55, 1.39, 21.20], [-14.18, 0.12, 22.28], [-11.39, -1.22, 22.21], [-10.57, -0.33, 23.52], [-12.82, -2.12, 24.03], [-11.75, -1.31, 25.04], [-14.46, -0.19, 24.21], [-13.55, -0.06, 25.64], [-13.49, 2.01, 23.79], [-12.04, 1.58, 24.74], [-13.76, 7.93, 22.94], [-12.86, 7.13, 23.86], [-11.63, 7.77, 24.53], [-10.85, 6.88, 25.44], [-11.70, 6.57, 26.64], [-9.53, 7.49, 25.98], [-8.47, 6.44, 25.75], [-9.19, 5.12, 25.50], [-10.48, 5.58, 24.78], [-14.20, 7.22, 22.24], [-13.24, 8.65, 22.30], [-14.64, 8.20, 23.52], [-12.62, 6.19, 23.37], [-13.45, 6.80, 24.72], [-11.90, 8.68, 25.06], [-10.96, 8.05, 23.71], [-11.27, 5.73, 27.19], [-12.69, 6.23, 26.34], [-11.72, 7.45, 27.28], [-9.74, 7.86, 26.98], [-9.41, 8.37, 25.34], [-7.81, 6.31, 26.62], [-7.73, 6.75, 25.01], [-9.51, 4.69, 26.45], [-8.64, 4.44, 24.86], [-11.28, 4.85, 24.74], [-10.10, 5.81, 23.78], [-17.37, 9.53, 22.10], [-17.06, 8.25, 21.29], [-17.72, 7.02, 21.86], [-17.63, 5.80, 20.92], [-16.20, 5.48, 20.65], [-18.44, 5.95, 19.61], [-18.81, 4.54, 19.22], [-19.12, 3.91, 20.59], [-18.23, 4.59, 21.59], [-18.33, 9.89, 21.74], [-16.67, 10.34, 21.91], [-17.35, 9.25, 23.15], [-15.99, 8.09, 21.16], [-17.36, 8.41, 20.25], [-18.80, 7.08, 22.02], [-17.22, 6.65, 22.75], [-15.77, 6.29, 20.06], [-16.15, 4.59, 20.02], [-15.62, 5.35, 21.55], [-17.80, 6.51, 18.94], [-19.30, 6.56, 19.89], [-17.95, 4.05, 18.76], [-19.72, 4.45, 18.64], [-19.04, 2.82, 20.65], [-20.18, 4.12, 20.78], [-17.48, 3.93, 22.02], [-18.85, 4.95, 22.42]], "mulliken_charge": [0.85, -0.55, -0.67, -0.56, -1.15, -0.43, -1.32, 0.50, -1.06, -0.49, -0.65, -0.78, -0.20, 0.35, 0.49, -0.07, 0.40, 0.50, 0.57, 0.65, 0.37, 0.48, 0.35, 0.31, 0.40, 0.40, 0.34, 0.34, 0.42, 0.11, 0.12, -1.39, -0.42, -0.74, 0.52, -0.90, -0.55, -0.63, -0.87, -0.60, 0.46, 0.38, 0.17, 0.47, 0.39, 0.49, 0.32, 0.41, 0.33, 0.29, 0.38, 0.26, 0.35, 0.38, 0.29, 0.40, 0.39, 0.45, -0.47, 0.71, -0.95, 0.66, -0.93, -0.38, -0.96, -0.44, -1.00, -0.08, 0.46, -0.04, 0.15, -0.62, 0.38, 0.51, 0.34, 0.23, 0.39, 0.39, 0.41, 0.36, 0.34, 0.39, 0.27, 0.28, 0.51, -1.38, -0.29, -0.54, 0.50, -0.80, -0.62, -0.73, -0.63, -0.20, 0.47, 0.39, 0.08, 0.26, 0.38, 0.47, 0.32, 0.39, 0.50, -0.09, 0.40, 0.40, 0.31, 0.41, 0.34, 0.34, 0.27, 0.08], "charge": 3, "e_lumo_ev": -5.660, "fmax_ev_per_a": 2.2, "gap_ev": 9.91, "total_energy_ev": -47917.787}


No. 3
{"formula": "C32H74AsF5N9O5S2Si3TeTi", "method": "ωB97M-V with the def2-TZVPD basis set", "elements": ["Ti", "C", "C", "C", "C", "N", "N", "H", "H", "H", "H", "H", "H", "H", "H", "H", "H", "H", "H", "F", "Te", "F", "F", "F", "F", "O", "C", "Si", "C", "C", "As", "Si", "C", "C", "C", "Si", "C", "C", "C", "H", "H", "H", "H", "H", "H", "H", "H", "H", "H", "H", "H", "H", "H", "H", "H", "H", "H", "H", "H", "H", "H", "H", "H", "H", "H", "H", "N", "C", "N", "C", "C", "C", "C", "C", "H", "H", "H", "H", "H", "H", "H", "H", "H", "H", "C", "C", "S", "O", "O", "C", "C", "N", "C", "N", "C", "C", "N", "O", "O", "C", "H", "H", "H", "H", "H", "H", "H", "H", "H", "H", "H", "H", "H", "C", "C", "N", "C", "S", "N", "C", "C", "H", "H", "H", "H", "H", "H", "H", "H", "H", "H", "H", "H"], "coordinates": [[0.33, 0.24, 0.31], [2.46, 4.62, 1.52], [0.95, 4.52, 1.45], [0.32, 5.06, 2.73], [0.41, 5.27, 0.23], [0.54, 3.09, 1.42], [1.00, 2.35, 0.26], [2.75, 5.59, 1.92], [2.92, 4.55, 0.53], [2.88, 3.85, 2.17], [0.60, 6.10, 2.87], [0.68, 4.49, 3.59], [-0.77, 5.01, 2.69], [0.62, 6.34, 0.32], [-0.68, 5.16, 0.15], [0.88, 4.95, -0.70], [-0.48, 3.06, 1.34], [2.03, 2.42, 0.29], [0.72, 2.83, -0.62], [-4.36, 0.35, -0.11], [-2.76, -0.48, -0.49], [-3.53, -1.99, 0.31], [-3.52, -1.23, -2.05], [-2.09, -0.40, 1.44], [-0.06, 0.47, -1.43], [-0.08, -1.58, 0.32], [4.24, 0.70, 2.36], [4.61, 0.61, 0.55], [4.63, 2.29, -0.26], [6.22, -0.22, 0.18], [2.68, -0.60, -0.39], [2.81, -0.38, -2.80], [2.41, 1.37, -3.26], [4.57, -0.84, -3.16], [1.59, -1.53, -3.58], [3.02, -2.92, 0.29], [2.47, -4.09, -1.04], [4.82, -3.23, 0.56], [2.12, -3.15, 1.91], [5.01, 1.29, 2.86], [4.24, -0.29, 2.81], [3.27, 1.16, 2.55], [5.54, 2.38, -0.86], [4.67, 3.07, 0.51], [3.80, 2.50, -0.92], [6.96, 0.58, 0.23], [6.28, -0.65, -0.82], [6.49, -0.97, 0.90], [2.90, 2.12, -2.65], [1.34, 1.54, -3.26], [2.76, 1.52, -4.29], [5.25, -0.06, -2.82], [4.71, -0.96, -4.23], [4.86, -1.78, -2.69], [0.60, -1.43, -3.14], [1.89, -2.57, -3.54], [1.50, -1.25, -4.63], [2.83, -3.79, -2.03], [1.39, -4.24, -1.11], [2.93, -5.05, -0.81], [5.45, -2.96, -0.29], [4.91, -4.30, 0.71], [5.20, -2.74, 1.45], [1.41, -2.35, 2.14], [2.84, -3.20, 2.72], [1.57, -4.09, 1.90], [0.72, 0.31, 2.30], [0.46, 0.31, 3.44], [0.16, 0.33, 4.67], [-0.17, -0.93, 5.40], [-1.52, -0.75, 6.06], [-1.52, 0.45, 7.03], [-0.31, 1.35, 6.84], [-0.02, 1.64, 5.38], [0.62, -1.11, 6.13], [-0.15, -1.74, 4.67], [-1.78, -1.68, 6.58], [-2.27, -0.61, 5.27], [-1.54, 0.09, 8.06], [-2.44, 1.03, 6.89], [0.58, 0.92, 7.31], [-0.47, 2.31, 7.34], [0.89, 2.22, 5.25], [-0.85, 2.17, 4.91], [-5.29, 8.04, 0.27], [-4.41, 7.71, 1.47], [-3.75, 6.08, 1.44], [-2.98, 5.87, 2.65], [-3.11, 5.86, 0.16], [-5.16, 4.99, 1.59], [-5.23, 3.84, 0.59], [-3.94, 3.29, 0.15], [-3.09, 2.56, 0.91], [-2.06, 2.10, 0.19], [-2.24, 2.62, -1.08], [-3.38, 3.33, -1.10], [-3.87, 4.12, -2.22], [-4.87, 4.76, -2.08], [-3.19, 4.04, -3.22], [-3.31, 2.29, 2.35], [-5.51, 9.11, 0.29], [-6.24, 7.51, 0.30], [-4.79, 7.81, -0.67], [-4.93, 7.81, 2.42], [-3.52, 8.33, 1.49], [-6.06, 5.59, 1.47], [-5.12, 4.64, 2.62], [-5.75, 4.15, -0.31], [-5.79, 3.01, 1.04], [-1.56, 2.45, -1.90], [-4.31, 1.91, 2.54], [-3.17, 3.21, 2.93], [-2.59, 1.54, 2.67], [-1.94, -6.30, -2.37], [-2.22, -4.88, -1.93], [-2.08, -4.75, -0.47], [-1.48, -3.79, 0.18], [-0.70, -2.55, -0.83], [-1.41, -3.66, 1.48], [-2.25, -4.41, 2.44], [-1.50, -5.57, 3.08], [-1.93, -6.35, -3.46], [-2.71, -6.98, -2.02], [-0.97, -6.65, -2.00], [-3.23, -4.55, -2.20], [-1.52, -4.18, -2.41], [-2.57, -5.45, 0.09], [-0.99, -2.79, 1.81], [-3.15, -4.74, 1.92], [-2.58, -3.69, 3.18], [-1.14, -6.27, 2.33], [-2.15, -6.10, 3.75], [-0.64, -5.21, 3.64]], "mulliken_charge": [0.13, -1.80, 1.76, -1.39, -1.83, 0.31, 0.61, 0.58, 0.28, 0.25, 0.48, 0.22, 0.18, 0.55, 0.37, 0.37, -0.58, -0.80, 0.10, -0.34, 1.41, -0.46, -0.45, -0.52, -0.19, -0.23, -0.77, 0.61, -0.92, -1.25, 0.75, 0.53, -1.01, -1.06, -0.85, 0.43, -0.76, -1.17, -0.30, 0.58, 0.28, -0.14, 0.52, 0.52, -0.19, 0.46, 0.32, 0.42, 0.32, 0.13, 0.47, 0.28, 0.48, 0.32, 0.00, 0.32, 0.50, 0.23, 0.11, 0.46, 0.34, 0.43, 0.28, -0.59, 0.58, 0.38, 0.29, -0.11, 0.22, -0.65, -0.44, -0.72, -1.01, -0.32, 0.40, 0.25, 0.46, 0.18, 0.31, 0.36, 0.37, 0.41, 0.46, 0.22, -1.06, -0.64, 1.32, -0.83, -0.67, -1.06, -1.13, 0.72, 0.98, 1.03, -0.87, -1.23, 1.21, -0.64, -0.64, -2.14, 0.41, 0.32, 0.30, 0.41, 0.42, 0.69, 0.51, 0.66, 0.36, 1.04, 0.66, 0.33, -0.12, -1.40, -0.23, 0.05, 0.62, -0.09, 0.61, -0.91, -1.10, 0.41, 0.42, 0.33, 0.37, 0.29, 0.29, -0.58, 0.54, 0.36, 0.29, 0.44, 0.28], "charge": 3, "e_lumo_ev": -8.729, "fmax_ev_per_a": 1.6, "gap_ev": 7.56, "total_energy_ev": -208152.911}


Computed ΔE to the lowest compared entry with this formula, charge and spin, in the same sequence as the records: 82.5 0.0 70.7 kcal per mole.